# 1
74
Properties=species:S:1:pos:R:3 method="wB97M-V/def2-TZVPD" lumo_ev="0.337 / -1.642" s2=2.01 homo_energy_ev="-5.86 / -6.68" energy_ha=-3480.60572 spin_multiplicity=3
Au 1.08 -0.64 0.47
C 3.26 0.76 -2.24
C 3.41 1.77 -1.04
C 4.78 1.55 -0.39
P 2.02 1.52 0.13
C 2.55 2.26 1.76
C 1.41 2.40 2.76
C 3.12 3.67 1.59
C 0.61 2.45 -0.46
C 0.68 3.80 -0.78
C -0.45 4.51 -1.30
C -0.42 6.00 -1.45
C -1.61 3.76 -1.60
C -1.70 2.42 -1.26
C -0.61 1.76 -0.59
N -0.72 0.49 -0.04
C -1.88 -0.01 0.44
C -2.99 0.86 0.67
C -4.20 0.27 1.02
C -4.33 -1.14 1.24
C -5.63 -1.79 1.62
C -3.25 -1.98 0.96
C -2.04 -1.42 0.57
P -0.61 -2.42 0.15
C -0.52 -3.93 1.26
C -0.92 -3.60 2.75
C -1.32 -5.14 0.71
C -1.01 -2.94 -1.60
C 0.28 -3.49 -2.29
C -1.62 -1.82 -2.43
H 4.18 0.87 -2.85
H 2.36 0.98 -2.83
H 3.22 -0.29 -1.87
H 3.32 2.79 -1.47
H 4.85 0.56 0.12
H 5.05 2.36 0.32
H 5.55 1.43 -1.20
H 3.26 1.52 2.13
H 0.70 3.14 2.34
H 1.81 2.91 3.64
H 0.95 1.44 3.02
H 2.29 4.41 1.41
H 3.92 3.78 0.82
H 3.55 3.93 2.52
H 1.63 4.34 -0.52
H 0.45 6.47 -1.95
H -0.50 6.54 -0.51
H -1.32 6.25 -2.05
H -2.52 4.28 -1.95
H -2.62 1.90 -1.35
H -2.85 1.95 0.62
H -5.07 0.90 1.21
H -6.39 -1.04 1.70
H -5.66 -2.40 2.54
H -5.96 -2.51 0.82
H -3.29 -3.04 1.23
H 0.57 -4.10 1.22
H -1.97 -3.87 2.96
H -0.70 -2.50 2.94
H -0.33 -4.21 3.49
H -2.32 -4.86 0.29
H -1.45 -5.89 1.52
H -0.75 -5.70 -0.08
H -1.76 -3.74 -1.54
H 1.03 -2.68 -2.47
H 0.02 -3.88 -3.28
H 0.81 -4.25 -1.71
H -1.09 -0.87 -2.30
H -2.71 -1.75 -2.23
H -1.48 -2.13 -3.51
S 2.63 -2.17 1.23
S 4.22 -2.19 -0.01
S 3.57 -3.33 -1.67
S 3.41 -5.26 -1.37

# 2
86
Properties=species:S:1:pos:R:3 method="wB97M-V/def2-TZVPD" lumo_ev=-0.368 homo_energy_ev=-8.38 energy_ha=-2837.30004 de_lowest_ev=0.264
Y -0.24 -1.19 0.86
O -0.20 1.61 4.93
C -0.03 0.92 3.79
O -0.94 0.55 3.10
C 1.40 0.67 3.46
C 2.47 1.18 4.18
C 3.75 0.87 3.75
C 3.92 0.06 2.64
C 2.79 -0.40 1.98
N 1.57 -0.09 2.38
C 2.77 -1.30 0.74
O 4.09 -1.38 0.28
O 1.85 -0.93 -0.12
H -1.16 1.70 5.07
H 2.29 1.80 5.05
H 4.61 1.25 4.28
H 4.90 -0.22 2.27
H 4.12 -2.08 -0.40
B -3.06 -3.07 2.19
N -1.89 -2.95 3.23
C -1.90 -3.38 4.49
C -0.64 -3.21 5.04
C 0.10 -2.67 3.99
N -0.66 -2.51 2.91
N -3.49 -1.64 1.74
C -4.69 -1.07 1.90
C -4.66 0.20 1.35
C -3.37 0.32 0.86
N -2.67 -0.79 1.10
H -4.00 -3.56 2.77
H -2.68 -3.70 1.24
H -2.81 -3.79 4.91
H -0.32 -3.45 6.03
H 1.14 -2.39 3.96
H -5.48 -1.61 2.39
H -5.46 0.92 1.30
H -2.88 1.15 0.36
O -0.45 0.98 -0.04
P -0.15 1.21 -1.50
N 1.41 1.66 -1.76
C 2.00 2.41 -0.63
C 3.46 2.69 -1.04
C 3.61 2.06 -2.43
C 2.51 1.02 -2.50
N -1.15 2.45 -1.97
C -1.62 3.50 -1.05
C -1.21 4.79 -1.76
C -1.46 4.44 -3.23
C -1.02 2.97 -3.33
N -0.54 -0.09 -2.41
C 0.26 -0.86 -3.39
C -0.73 -1.88 -3.93
C -2.07 -1.15 -3.85
C -1.97 -0.47 -2.50
H 1.96 1.81 0.28
H 1.43 3.33 -0.45
H 4.14 2.23 -0.33
H 3.67 3.76 -1.06
H 4.60 1.62 -2.59
H 3.45 2.81 -3.21
H 2.81 0.09 -2.00
H 2.22 0.80 -3.52
H -1.18 3.37 -0.06
H -2.71 3.45 -0.95
H -0.15 4.98 -1.59
H -1.78 5.65 -1.42
H -0.92 5.08 -3.92
H -2.53 4.53 -3.46
H 0.01 2.89 -3.68
H -1.65 2.41 -4.03
H 1.12 -1.32 -2.90
H 0.61 -0.21 -4.20
H -0.76 -2.75 -3.28
H -0.47 -2.20 -4.94
H -2.93 -1.81 -3.91
H -2.15 -0.40 -4.65
H -2.21 -1.17 -1.69
H -2.61 0.41 -2.40
C -0.39 -4.05 -0.93
O -0.63 -2.81 -0.38
H 0.00 -4.77 -0.19
H 0.34 -4.01 -1.75
H -1.31 -4.49 -1.34
O 3.65 -4.13 -0.24
S 2.67 -4.01 0.83
N 2.29 -2.64 1.32

# 3
77
Properties=species:S:1:pos:R:3 method="wB97M-V/def2-TZVPD" lumo_ev="-1.114 / -0.805" s2=1.07 homo_energy_ev="-8.11 / -8.04" energy_ha=-2660.71622 de_lowest_ev=2.265 spin_multiplicity=2
Ru -0.64 -0.46 0.26
C 1.73 -3.11 3.93
C 1.72 -2.46 2.54
C 2.00 -0.96 2.65
C 0.41 -2.77 1.84
C -0.77 -2.12 2.22
C -1.99 -2.44 1.62
C -2.06 -3.41 0.63
C -3.37 -3.76 -0.02
C -0.89 -4.08 0.28
C 0.33 -3.76 0.87
H 2.69 -2.95 4.42
H 1.54 -4.18 3.86
H 0.95 -2.67 4.56
H 2.53 -2.91 1.95
H 1.37 -0.49 3.42
H 1.80 -0.47 1.69
H 3.04 -0.78 2.92
H -0.76 -1.47 3.09
H -2.90 -1.96 1.97
H -3.84 -4.61 0.48
H -3.22 -4.02 -1.07
H -4.05 -2.91 0.02
H -0.93 -4.85 -0.48
H 1.22 -4.28 0.56
C -1.03 4.27 -4.90
C -1.42 2.99 -4.22
C -1.24 1.76 -4.85
C -1.55 0.57 -4.21
C -2.03 0.61 -2.91
C -2.23 1.82 -2.26
C -1.93 3.00 -2.92
S -2.40 -0.90 -2.05
O -3.04 -0.53 -0.80
O -3.14 -1.75 -2.95
N -1.04 -1.57 -1.55
C 0.02 -2.05 -2.38
C 1.33 -1.43 -1.85
O 2.24 -1.15 -2.64
O 1.37 -1.26 -0.59
H -1.01 4.15 -5.98
H -0.03 4.57 -4.57
H -1.72 5.07 -4.64
H -0.85 1.73 -5.86
H -1.44 -0.38 -4.71
H -2.62 1.83 -1.25
H -2.07 3.95 -2.42
H -0.09 -1.84 -3.44
H 0.14 -3.13 -2.24
C -1.62 0.85 3.66
Si -1.59 1.27 1.78
C -0.79 3.01 1.81
C -3.43 1.63 1.38
H -2.01 1.73 4.17
H -0.63 0.64 4.06
H -2.27 0.01 3.89
H -1.48 3.70 2.30
H -0.58 3.38 0.80
H 0.14 3.01 2.38
H -3.98 1.83 2.31
H -3.91 0.79 0.87
H -3.53 2.51 0.74
S 0.64 1.61 -0.94
C 2.28 1.59 -0.42
N 2.61 2.29 0.68
C 3.97 2.43 1.15
C 4.73 1.16 0.80
C 4.62 0.93 -0.69
N 3.22 0.97 -1.11
H 1.85 2.76 1.13
H 3.95 2.60 2.23
H 4.45 3.29 0.68
H 4.28 0.32 1.34
H 5.78 1.24 1.10
H 5.02 -0.05 -0.97
H 5.19 1.68 -1.24
H 2.92 0.33 -1.86

# 4
80
Properties=species:S:1:pos:R:3 method="wB97M-V/def2-TZVPD" lumo_ev=2.371 homo_energy_ev=-4.89 energy_ha=-3015.92471 de_lowest_ev=0.433 total_charge=-1
Pb -0.04 0.74 0.35
N -3.50 0.39 3.43
C -2.86 0.92 2.35
S -1.47 1.89 2.64
N -3.45 0.66 1.19
N -2.74 1.08 0.13
C -3.32 1.15 -1.00
C -2.57 1.61 -2.17
C -3.18 1.68 -3.43
C -2.44 2.15 -4.50
C -1.12 2.52 -4.31
C -0.59 2.40 -3.03
N -1.29 1.96 -1.99
H -2.95 0.33 4.27
H -4.13 -0.37 3.22
H -4.38 0.91 -1.11
H -4.21 1.38 -3.55
H -2.89 2.21 -5.48
H -0.51 2.89 -5.12
H 0.45 2.65 -2.82
C -3.07 -4.48 4.26
O -1.87 -4.22 4.96
C -1.01 -3.32 4.40
C 0.18 -3.10 5.11
C 1.08 -2.21 4.60
C 0.87 -1.49 3.41
C 1.85 -0.50 3.00
C 3.28 -0.56 3.52
O 1.59 0.44 2.25
C -0.33 -1.73 2.67
O -0.62 -1.21 1.54
C -1.26 -2.67 3.22
H -3.61 -5.21 4.84
H -2.86 -4.88 3.26
H -3.67 -3.57 4.15
H 0.35 -3.63 6.04
H 2.00 -2.03 5.15
H 3.61 -1.57 3.75
H 3.35 0.05 4.43
H 3.91 -0.11 2.76
H -2.16 -2.83 2.64
C -2.51 -3.96 -2.50
C -2.36 -2.58 -1.86
C -2.96 -2.59 -0.45
P -0.68 -1.77 -1.85
C 0.62 -3.06 -1.62
C 0.46 -3.71 -0.24
C 0.83 -4.13 -2.69
C -0.47 -1.13 -3.58
C -0.92 -1.96 -4.78
C 0.96 -0.63 -3.76
H -3.57 -4.23 -2.54
H -2.01 -4.71 -1.89
H -2.10 -4.02 -3.51
H -2.94 -1.86 -2.45
H -2.49 -3.36 0.16
H -4.03 -2.83 -0.51
H -2.84 -1.65 0.07
H 1.53 -2.45 -1.57
H -0.35 -4.44 -0.24
H 0.26 -2.97 0.53
H 1.38 -4.24 0.03
H -0.05 -4.76 -2.82
H 1.66 -4.78 -2.40
H 1.08 -3.69 -3.66
H -1.12 -0.25 -3.56
H -0.38 -2.90 -4.86
H -0.73 -1.39 -5.70
H -1.99 -2.17 -4.75
H 1.63 -1.45 -4.02
H 1.36 -0.17 -2.85
H 1.01 0.11 -4.57
C 3.97 1.31 -2.20
S 3.26 1.01 -0.59
O 2.32 2.13 -0.38
O 4.38 0.97 0.32
O 2.53 -0.26 -0.73
H 4.49 2.27 -2.17
H 3.18 1.34 -2.95
H 4.67 0.51 -2.42

# 5
75
Properties=species:S:1:pos:R:3 method="wB97M-V/def2-TZVPD" lumo_ev="-1.388 / -1.469" homo_energy_ev="-6.61 / -6.84" energy_ha=-2519.60259 de_lowest_ev=0.857
Pd -0.87 0.12 -0.21
C 2.16 -4.03 -2.82
C 2.03 -2.99 -3.72
C 1.09 -1.99 -3.52
C 0.24 -2.04 -2.40
C 0.40 -3.09 -1.48
C 1.35 -4.07 -1.69
N -0.74 -1.11 -2.13
C -1.64 -0.69 -3.03
C -1.79 -1.17 -4.35
C -2.83 -0.73 -5.14
C -3.78 0.18 -4.67
C -3.70 0.63 -3.37
C -2.66 0.20 -2.54
N -2.61 0.42 -1.22
N -3.57 1.01 -0.55
C -3.62 0.73 0.75
C -4.74 1.14 1.51
C -4.81 0.82 2.84
C -3.80 0.04 3.41
C -2.73 -0.33 2.61
N -2.61 0.01 1.33
H 2.88 -4.81 -3.01
H 2.66 -2.95 -4.59
H 1.02 -1.17 -4.22
H -0.26 -3.13 -0.63
H 1.46 -4.88 -0.99
H -1.09 -1.90 -4.73
H -2.92 -1.11 -6.15
H -4.58 0.50 -5.31
H -4.45 1.29 -2.97
H -5.52 1.69 1.00
H -5.65 1.16 3.44
H -3.84 -0.27 4.44
H -1.92 -0.92 3.01
C 1.74 2.71 -0.29
Si 0.09 2.09 -1.09
C 0.57 1.96 -2.97
C -1.15 3.50 -0.62
Si 0.86 -0.12 1.30
Si 0.75 1.05 3.43
C 2.23 2.20 3.87
C 0.58 -0.24 4.85
C -0.77 2.22 3.47
Si 2.96 -1.25 1.10
C 3.59 -1.11 -0.70
C 2.69 -3.09 1.54
C 4.32 -0.56 2.25
H 2.02 3.66 -0.76
H 2.57 2.02 -0.44
H 1.64 2.89 0.78
H 0.89 2.92 -3.35
H -0.24 1.60 -3.60
H 1.39 1.26 -3.07
H -1.09 4.35 -1.30
H -0.91 3.87 0.38
H -2.19 3.17 -0.60
H 3.18 1.67 3.88
H 2.09 2.62 4.87
H 2.32 3.03 3.18
H 1.51 -0.33 5.40
H 0.33 -1.23 4.46
H -0.20 0.04 5.55
H -0.46 3.27 3.51
H -1.40 2.03 4.34
H -1.39 2.10 2.58
H 2.78 -1.18 -1.42
H 4.29 -1.91 -0.93
H 4.11 -0.17 -0.86
H 1.75 -3.45 1.14
H 2.68 -3.24 2.62
H 3.48 -3.71 1.13
H 4.51 0.49 2.06
H 5.26 -1.09 2.10
H 4.05 -0.66 3.30

# 6
83
Properties=species:S:1:pos:R:3 method="wB97M-V/def2-TZVPD" lumo_ev="0.512 / 0.512" s2=0.75 homo_energy_ev="-5.65 / -5.05" energy_ha=-3047.16418 de_lowest_ev=0.197 spin_multiplicity=2
V 0.22 -0.19 1.01
C -1.98 -3.55 2.63
C -1.16 -2.98 1.66
N -0.82 -1.74 2.00
N -1.42 -1.48 3.19
C -2.12 -2.55 3.58
B -1.36 -0.05 3.78
N 0.12 0.38 3.97
C 0.78 0.79 5.05
C 2.09 1.10 4.69
C 2.12 0.84 3.32
N 0.94 0.40 2.89
N -2.02 0.92 2.77
C -3.03 1.77 2.93
C -3.25 2.44 1.74
C -2.29 1.90 0.88
N -1.55 0.99 1.50
H -2.41 -4.53 2.64
H -0.81 -3.38 0.73
H -2.67 -2.52 4.50
H -1.94 -0.01 4.83
H 0.29 0.84 6.01
H 2.88 1.46 5.31
H 2.94 0.93 2.62
H -3.52 1.85 3.89
H -3.99 3.19 1.53
H -2.09 2.12 -0.15
C -4.82 -2.73 -1.42
N -4.32 -1.52 -2.05
C -5.29 -0.80 -2.85
C -3.21 -0.93 -1.49
O -2.60 -1.44 -0.57
C -2.79 0.42 -2.09
O -1.50 0.81 -1.70
C -0.47 0.60 -2.63
C 0.36 -0.63 -2.29
O 0.15 -1.24 -1.27
N 1.36 -0.96 -3.15
C 2.22 -2.08 -2.84
C 1.70 -0.22 -4.35
H -5.24 -3.38 -2.19
H -5.60 -2.51 -0.68
H -4.00 -3.23 -0.91
H -5.77 -1.50 -3.53
H -4.82 -0.02 -3.44
H -6.07 -0.34 -2.23
H -3.48 1.17 -1.70
H -2.88 0.42 -3.18
H 0.19 1.47 -2.59
H -0.85 0.53 -3.66
H 1.84 -2.58 -1.95
H 3.24 -1.74 -2.64
H 2.23 -2.78 -3.68
H 1.23 0.76 -4.38
H 1.42 -0.78 -5.25
H 2.78 -0.06 -4.37
C 2.42 -3.09 1.51
C 2.97 -1.91 0.77
C 4.28 -1.86 0.33
C 4.71 -0.71 -0.33
C 3.85 0.34 -0.54
C 2.51 0.24 -0.08
N 2.11 -0.91 0.55
N 1.53 1.15 -0.13
Si 1.81 2.79 -0.60
C 0.24 3.76 -0.50
C 2.42 2.95 -2.38
C 3.07 3.60 0.51
H 3.21 -3.81 1.74
H 1.65 -3.60 0.93
H 1.96 -2.77 2.44
H 4.94 -2.69 0.52
H 5.73 -0.64 -0.68
H 4.18 1.24 -1.04
H -0.52 3.38 -1.17
H 0.46 4.79 -0.80
H -0.17 3.78 0.51
H 1.59 3.10 -3.07
H 2.99 2.09 -2.73
H 3.07 3.83 -2.46
H 2.72 3.56 1.55
H 3.21 4.64 0.24
H 4.04 3.10 0.48